Below is 3 unconnected molecules or ions with the total composition C8H23BN3O4, with properties calculated with the ωB97M-V functional and the def2-TZVPD basis.

Results
2S+1: 1
LUMO level: -3.037 eV
Total charge: +1
Energy relative to the best compared isomer or geometry (same formula, charge and spin): 0.0 kcal per mole

Last column: Löwdin charge in e.
Positions of all 39 atoms, in Å:
C1 3.40205 2.18715 0.59277  -0.0062
N1 4.71588 1.53095 0.90818  0.1325
B1 5.21579 0.46193 -0.16285  -0.6233
O1 4.55091 0.49893 -1.32114  0.2506
O2 6.31579 -0.21553 0.14448  0.1040
C2 6.65106 -0.88637 1.36666  -0.0096
H1 2.60409 1.48137 0.80484  0.0767
H2 3.28224 3.07458 1.20983  0.1068
H3 3.38119 2.43612 -0.46087  0.1000
H4 5.45510 2.23356 0.98364  0.1809
H5 4.66716 1.10263 1.83296  0.1627
H6 3.98626 -0.20904 -1.63385  0.1481
H7 5.84051 -0.82886 2.09641  0.0922
H8 6.82870 -1.93160 1.13029  0.1064
H9 7.55506 -0.44798 1.78193  0.1046
C3 -0.23848 3.14143 -0.37557  -0.0006
C4 -0.26805 1.63611 -0.23661  -0.5342
O3 0.77501 0.97872 -0.16857  -0.0240
N2 -1.46689 1.04103 -0.20143  0.0321
C5 -2.78332 1.64307 -0.29841  -0.0681
H10 0.79738 3.46736 -0.40101  0.0669
H11 -0.72681 3.45947 -1.29677  0.0905
H12 -0.74820 3.62682 0.45705  0.0894
H13 -1.44430 0.03358 -0.13774  0.1324
H14 -3.37365 1.42366 0.59125  0.0899
H15 -3.30373 1.22931 -1.15871  0.0714
H16 -2.70832 2.72099 -0.40464  0.0741
C6 -5.79673 -2.18654 -1.48762  -0.0046
C7 -4.40835 -2.03353 -0.91276  -0.5344
O4 -3.66953 -1.12548 -1.27221  0.0139
N3 -4.00608 -2.93906 0.01166  0.0096
C8 -4.74770 -4.06538 0.54109  -0.0715
H17 -5.94734 -1.38712 -2.20593  0.0844
H18 -5.91237 -3.14706 -1.99057  0.0879
H19 -6.55762 -2.11987 -0.70930  0.0874
H20 -3.06729 -2.79368 0.34770  0.1366
H21 -4.87476 -3.98063 1.62103  0.0856
H22 -4.24098 -5.00682 0.32536  0.0862
H23 -5.73369 -4.10423 0.08943  0.0725

---

Below is a molecular structure, C8H23ClI2NO2P2Pb in a non-equilibrium geometry, with properties calculated with the ωB97M-V functional and the def2-TZVPD basis.

Results
2S+1: 1
LUMO level (alpha / beta): -13.170 / -13.084 eV
Total charge: +3

Last column: Löwdin charge in e.
Positions of all 40 atoms, in Å:
I1 2.55824 -1.69190 0.69437  0.4186
I2 2.39018 0.04294 2.61339  0.3697
Pb1 -0.49120 1.81226 -1.56239  0.9216
P1 2.76638 1.48091 -0.59484  0.7149
C1 4.54219 1.43164 -0.07606  -0.2701
C2 3.06736 1.29867 -2.39792  -0.2398
H1 4.06006 1.71991 -2.60185  0.0854
H2 3.59575 3.73569 -0.69972  0.0805
H3 2.30689 1.81887 -2.99560  0.0234
H4 1.91028 3.68271 -1.32987  0.0310
H5 4.94382 0.43199 -0.27597  0.0504
H6 3.06711 0.22548 -2.63814  0.0648
C3 2.59104 3.31689 -0.54527  -0.2525
H7 5.10111 2.20128 -0.64434  0.0856
H8 2.21742 3.59732 0.45369  0.0675
H9 4.58928 1.63826 1.00128  0.0314
P2 -2.85434 0.18175 -0.78575  0.6727
C4 -3.60694 -1.09618 0.27999  -0.2484
C5 -4.03358 1.55469 -0.48946  -0.2758
H10 -3.01343 0.30644 -3.21253  0.0402
H11 -4.46667 -0.51829 -2.51296  0.0761
H12 -2.88626 -1.37492 -2.63549  0.0589
C6 -3.37258 -0.40412 -2.44850  -0.2704
H13 -3.79004 2.39126 -1.16136  0.0455
H14 -5.07589 1.23228 -0.64059  0.0758
H15 -4.69958 -1.16074 0.15052  0.0882
H16 -3.34382 -0.86997 1.31898  0.0320
H17 -3.89713 1.89838 0.54851  0.0591
H18 -3.11866 -2.05059 0.04346  0.0418
Cl1 -0.56142 2.99130 -3.71719  -0.0877
N1 0.58981 -3.86157 2.49146  0.1670
C7 -0.03588 -2.80401 3.30265  -0.0627
C8 -0.88574 -1.95850 2.32542  -0.5777
O1 -1.31782 -0.89590 2.81943  0.3076
O2 -1.01028 -2.48490 1.19815  0.0410
H19 -0.15043 -4.35746 1.97789  0.1825
H20 1.09279 -4.51655 3.09328  0.1933
H21 1.24528 -3.44203 1.78130  -0.0132
H22 -0.71784 -3.28807 4.00749  0.1690
H23 0.69455 -2.21522 3.86453  0.1028

---

Below is 3 unconnected molecules or ions with the total composition C8H23NO4 in a non-equilibrium geometry, with properties calculated with the ωB97M-V functional and the def2-TZVPD basis.

Results
SMILES string: COCCNCCOC.CO.CO
2S+1: 1
LUMO level: 0.414 eV
Energy relative to the best compared isomer or geometry (same formula, charge and spin): 123.3 kcal per mole

Last column: Löwdin charge in e.
Positions of all 36 atoms, in Å:
C1 -38.62116 -30.06829 14.65145  -0.1461
O1 -39.64357 -30.35889 15.55088  -0.1815
C2 -41.00875 -30.03329 15.09285  -0.1405
C3 -41.87138 -30.43285 16.26341  -0.2233
N1 -43.23399 -30.53214 15.89586  -0.0980
C4 -44.24389 -30.77864 16.99060  -0.1570
C5 -45.61224 -30.32792 16.50094  -0.2150
O2 -46.48762 -30.34913 17.61054  -0.1651
C6 -47.80660 -30.06627 17.31583  -0.1409
H1 -38.54808 -28.99154 14.55025  0.0759
H2 -38.83447 -30.44035 13.68644  0.0612
H3 -37.56089 -30.34707 14.90064  0.1022
H4 -41.30280 -30.61778 14.17226  0.1310
H5 -41.14993 -29.08996 14.89013  0.0656
H6 -41.68370 -29.82061 16.94518  0.0448
H7 -41.63481 -31.49767 16.60839  0.1505
H8 -43.56239 -31.10832 15.06754  0.0978
H9 -44.01117 -30.45145 18.08419  0.1486
H10 -43.90612 -31.79404 17.18933  0.1055
H11 -45.85992 -30.90906 15.80168  0.0176
H12 -45.48643 -29.37971 15.92298  0.1475
H13 -48.14277 -30.36376 16.33393  0.0623
H14 -47.82546 -29.01966 16.87729  0.0923
H15 -48.45785 -30.11192 18.23543  0.1145
C7 -47.02744 -31.99636 13.33417  -0.1512
O3 -46.64926 -33.25234 13.61932  -0.0834
H16 -47.41820 -31.84153 12.50913  0.0154
H17 -46.04094 -31.33858 13.25750  0.1461
H18 -47.32131 -31.58207 14.12541  0.0021
H19 -47.37044 -33.90323 13.77615  0.1333
C8 -43.26984 -32.69034 12.77409  -0.1257
O4 -43.85136 -32.68513 14.11329  -0.1882
H20 -42.21796 -32.84370 12.85219  0.0509
H21 -43.28417 -31.50726 12.45227  0.1108
H22 -43.99267 -33.17351 12.01719  0.1054
H23 -44.77145 -32.97718 13.95822  0.0344

---

Below is a single C8H23NSi2 molecule in a non-equilibrium geometry, with properties calculated with the ωB97M-V functional and the def2-TZVPD basis.

Results
SMILES string: CCN(CC)[SiH2][SiH](CC)CC
2S+1: 1
LUMO level: 0.925 eV
Energy relative to the best compared isomer or geometry (same formula, charge and spin): 96.3 kcal per mole

Last column: Löwdin charge in e.
Positions of all 34 atoms, in Å:
C1 -1.76091 -2.58303 0.07074  -0.1024
C2 -0.51192 -2.70649 1.02515  -0.3515
N1 0.65628 -1.88630 0.87250  -0.3214
C3 1.80734 -2.37110 -0.03759  -0.2121
C4 3.16777 -2.69521 0.62706  -0.0750
Si1 0.47682 -0.22631 1.32103  0.5284
Si2 -1.07809 1.01473 -0.08927  0.5726
C5 -0.37893 1.21446 -1.93361  -0.3415
C6 -0.78887 2.59475 -2.51172  -0.1635
C7 -1.43277 2.70309 0.63321  -0.3943
C8 -0.15845 3.58139 0.68449  -0.1831
H1 -1.28186 -2.11378 -0.77727  0.0499
H2 -2.08003 -3.59534 -0.15785  0.0576
H3 -2.52277 -1.96579 0.66595  0.0836
H4 -0.96610 -2.46145 2.01967  0.0944
H5 -0.30046 -3.77320 1.00025  0.1008
H6 1.79381 -1.55209 -0.67599  0.0627
H7 1.39465 -3.20850 -0.51590  0.0914
H8 3.95034 -2.62206 -0.20218  0.0954
H9 3.58780 -2.09740 1.47578  0.0840
H10 3.17460 -3.64490 0.98988  0.0173
H11 -0.13699 -0.03834 2.69767  -0.0591
H12 1.66497 0.57028 1.51986  -0.0854
H13 -2.31031 0.33734 -0.35415  -0.0600
H14 0.70867 1.18884 -1.77769  0.0423
H15 -0.56246 0.51549 -2.70742  0.0424
H16 -1.81537 2.54446 -2.50546  0.0322
H17 -0.56107 3.54972 -1.98997  0.0626
H18 -0.51767 2.63882 -3.49511  0.0312
H19 -2.30346 3.18131 0.22692  0.0600
H20 -1.59831 2.58398 1.69511  0.0515
H21 0.80626 2.97955 0.82862  0.0680
H22 -0.00102 4.22519 -0.24374  0.0709
H23 -0.12152 4.11791 1.62102  0.0501

---

Below is a molecular structure, C8H24Ba3NO7 in a non-equilibrium geometry, with properties calculated with the ωB97M-V functional and the def2-TZVPD basis.

Results
2S+1: 1
LUMO level: -15.055 eV
Total charge: +5
Energy relative to the best compared isomer or geometry (same formula, charge and spin): 0.0 kcal per mole

Last column: Löwdin charge in e.
Positions of all 43 atoms, in Å:
Ba1 0.19823 -5.78800 18.39904  1.9781
Ba2 8.16120 -5.08543 16.89465  1.9519
Ba3 0.01792 1.82348 19.17486  1.9192
N1 4.06491 -1.29490 18.06348  -0.7008
O1 3.12194 -2.03134 18.05910  -0.1072
O2 3.96932 -0.14949 18.38974  -0.0120
O3 5.18142 -1.75095 17.67162  -0.0974
C1 7.21914 4.30289 19.88776  -0.0995
C2 8.23306 3.17775 20.10455  -0.2721
O4 7.98920 2.24059 19.02015  -0.1076
H1 6.25143 3.95960 19.52198  0.0582
H2 7.57893 5.01821 19.14818  0.0777
H3 7.07078 4.91044 20.78049  0.0757
H4 7.90340 2.78630 21.06693  0.0957
H5 9.28416 3.44272 20.21889  0.1218
H6 7.06456 1.99624 19.10339  0.0532
C3 5.56389 -1.51674 23.55116  -0.0998
C4 5.54107 -2.84936 24.31659  -0.2588
O5 6.68264 -3.67785 23.78251  -0.0984
H7 4.63420 -1.01124 23.81241  0.0628
H8 5.52979 -1.77759 22.49339  0.0590
H9 6.39601 -0.95483 23.97536  0.0861
H10 4.56611 -3.30618 24.14664  0.0918
H11 5.65641 -2.66583 25.38483  0.1163
H12 6.24039 -4.19349 23.10419  0.0437
C5 0.40445 1.17418 14.11877  -0.0786
C6 -1.04172 1.84404 14.13116  -0.2716
O6 -1.08726 2.84122 15.12465  -0.1134
H13 0.59535 0.51665 14.96690  0.0270
H14 1.34417 1.72600 14.14171  0.0738
H15 0.52683 0.51487 13.25945  0.0729
H16 -1.88025 1.15974 14.26047  0.1118
H17 -1.11205 2.29744 13.14244  0.1224
H18 -1.04256 3.70677 14.71181  0.1001
C7 13.30515 -0.85909 19.64070  -0.0674
C8 12.50253 -1.02385 18.30307  -0.2492
O7 11.10434 -1.35701 18.62336  -0.1611
H19 13.36271 -1.74143 20.27808  0.0740
H20 12.79393 -0.11887 20.25619  0.0681
H21 14.28019 -0.44742 19.38008  0.0802
H22 12.90063 -1.88977 17.77411  0.0975
H23 12.40289 -0.14902 17.66053  0.1119
H24 10.60937 -0.56548 18.84717  0.0640

---

Below is a molecular structure, C8H24BaN3O15P2 in a non-equilibrium geometry, with properties calculated with the ωB97M-V functional and the def2-TZVPD basis.

Results
2S+1: 1
LUMO level: -7.099 eV
Total charge: +1
Energy relative to the best compared isomer or geometry (same formula, charge and spin): 132.0 kcal per mole

Last column: Löwdin charge in e.
Positions of all 53 atoms, in Å:
Ba1 -2.15927 -0.51429 -6.02449  1.8997
N1 -0.97447 0.84850 -0.74571  -0.6931
O1 -0.54748 -0.23449 -1.12672  -0.0904
O2 -1.37132 1.65716 -1.57456  -0.0947
O3 -0.78011 1.17663 0.42430  -0.0301
C1 1.71671 -2.95958 4.81728  0.0287
N2 2.05996 -4.14530 4.07317  -0.4713
O4 1.52057 -5.17337 4.29535  0.0889
O5 2.93720 -4.07513 3.19653  0.0354
H1 1.20580 -2.23178 4.18690  0.1105
H2 2.60606 -2.60360 5.33730  0.1097
H3 0.98199 -3.27153 5.55957  0.0982
C2 3.32093 3.96165 5.46719  0.0606
N3 4.70881 3.47086 5.96707  -0.3971
O6 5.14338 2.39527 5.53838  0.0396
O7 5.33200 4.16408 6.81689  0.0235
H4 2.89730 3.19849 4.81433  0.0870
H5 3.66784 4.77509 4.82996  0.0927
H6 2.63594 4.23237 6.27068  0.0938
C3 3.91152 3.77345 -2.35454  -0.0931
O8 4.66677 2.56845 -2.60812  -0.2492
P1 4.62112 1.77431 -4.06886  0.5353
O9 3.23022 1.56231 -4.58551  -0.2862
O10 5.69823 2.61417 -5.02158  -0.2395
C4 7.03211 2.82544 -4.60670  -0.1227
O11 5.50650 0.42539 -3.77822  -0.2519
C5 4.98494 -0.56426 -2.87481  -0.0818
H7 3.14960 4.14627 -3.03908  0.0885
H8 4.67267 4.51561 -2.11382  0.0869
H9 3.34483 3.63119 -1.43437  0.0868
H10 7.31645 2.21966 -3.74631  0.0800
H11 7.16266 3.84080 -4.23238  0.0917
H12 7.66998 2.50813 -5.43164  0.0959
H13 4.13023 -1.06999 -3.32404  0.0860
H14 4.71789 0.02604 -1.99826  0.0838
H15 5.77647 -1.23073 -2.53218  0.0933
C6 -5.38095 -3.87136 -0.16925  -0.0870
O12 -6.29943 -2.82639 0.24544  -0.2466
P2 -7.11819 -2.01922 -0.95722  0.4622
O13 -6.29434 -1.63050 -2.08731  -0.2494
O14 -8.31597 -3.06060 -1.27104  -0.2090
C7 -9.20336 -3.48326 -0.27901  -0.1302
O15 -7.89276 -0.80041 -0.18763  -0.2137
C8 -7.18146 0.37024 0.17624  -0.1103
H16 -5.79683 -4.84044 0.10650  0.0903
H17 -4.41884 -3.77197 0.33330  0.0884
H18 -5.18566 -3.73928 -1.23345  0.0688
H19 -8.75039 -3.41818 0.71027  0.0875
H20 -9.65886 -4.44277 -0.52388  0.0962
H21 -10.05994 -2.83406 -0.09761  0.0870
H22 -7.04718 0.27896 1.25408  0.0968
H23 -7.66543 1.31404 -0.07497  0.0889
H24 -6.22435 0.53801 -0.31763  0.0848